No. 1
Molecular formula: C37H35BrIrN5O5PS
Method: DFT, ωB97M-V/def2-TZVPD

Geometry as XYZ:
```
86
Properties=species:S:1:pos:R:3
Ir -0.079 -0.389 1.300
Br 3.153 4.788 -2.718
C 1.383 5.124 -2.113
C 0.441 5.585 -3.014
C -0.844 5.842 -2.562
C -1.204 5.593 -1.242
C -0.229 5.158 -0.340
C 1.068 4.940 -0.773
N -2.531 5.959 -0.885
N -3.150 5.461 0.081
C -2.868 4.190 0.602
C -3.115 4.029 1.956
C -2.712 2.906 2.671
C -2.058 1.856 2.027
O -1.613 0.800 2.589
C -1.953 1.939 0.582
N -1.434 0.837 -0.026
C -1.332 0.828 -1.341
C -1.814 1.870 -2.139
C -2.344 2.982 -1.543
C -2.372 3.074 -0.137
H 0.707 5.765 -4.046
H -1.592 6.246 -3.232
H -0.462 5.037 0.710
H 1.833 4.652 -0.063
H -3.585 4.861 2.467
H -2.884 2.833 3.736
H -0.872 -0.034 -1.799
H -1.772 1.775 -3.216
H -2.745 3.785 -2.146
O -0.095 -1.351 3.939
C -0.592 -1.517 2.863
C -1.617 -2.574 2.602
C -2.463 -3.059 3.589
C -3.368 -4.054 3.256
C -3.409 -4.573 1.965
C -2.548 -4.097 0.985
C -1.656 -3.084 1.312
P -0.434 -2.297 0.237
C -1.200 -2.429 -1.401
C -0.541 -2.980 -2.497
C -1.188 -3.070 -3.724
C -2.493 -2.623 -3.858
C -3.162 -2.088 -2.762
C -2.519 -1.989 -1.540
C 0.987 -3.425 0.193
C 0.930 -4.691 0.766
C 2.027 -5.541 0.694
C 3.182 -5.136 0.047
C 3.248 -3.871 -0.525
C 2.160 -3.020 -0.442
H -2.413 -2.645 4.587
H -4.053 -4.431 4.005
H -4.120 -5.351 1.722
H -2.582 -4.503 -0.019
H 0.469 -3.354 -2.399
H -0.673 -3.504 -4.571
H -2.996 -2.699 -4.813
H -4.185 -1.751 -2.859
H -3.043 -1.570 -0.689
H 0.033 -5.021 1.273
H 1.972 -6.523 1.145
H 4.032 -5.803 -0.015
H 4.153 -3.557 -1.031
H 2.206 -2.027 -0.874
C 2.820 -0.371 4.190
S 2.481 0.149 2.554
O 3.761 0.528 1.950
O 1.510 1.232 2.588
O 1.861 -0.990 1.773
H 3.457 0.394 4.628
H 3.330 -1.332 4.164
H 1.863 -0.453 4.697
N 4.529 0.400 -0.567
C 3.789 1.309 -1.513
C 2.325 0.901 -1.584
N 1.520 1.315 -0.444
H 5.526 0.611 -0.558
H 4.421 -0.575 -0.844
H 4.176 0.470 0.428
H 4.282 1.245 -2.482
H 3.898 2.323 -1.136
H 2.277 -0.189 -1.693
H 1.894 1.311 -2.497
H 1.139 2.245 -0.601
H 2.069 1.396 0.404
```

- Energy relative to the best compared isomer or geometry (same formula, charge and spin): 92.8 kcal per mole
- Frontier orbital gap: 6.261 eV
- HOMO energy: -0.334 Ha
- 2S+1: 1
- Total charge: +1

No. 2
Molecular formula: CH3NO4
Method: DFT, ωB97M-V/def2-TZVPD

Geometry as XYZ:
```
9
Properties=species:S:1:pos:R:3
O 2.034 -0.443 0.589
N 1.101 -0.252 -0.132
O 1.168 0.183 -1.227
C -0.580 -0.334 0.412
O -1.236 -0.153 -0.773
O -0.585 0.784 1.236
H -0.600 -1.302 0.819
H -0.566 -0.020 -1.514
H -0.736 1.536 0.590
```

- Energy relative to the best compared isomer or geometry (same formula, charge and spin): 30.9 kcal per mole
- Frontier orbital gap: 11.171 eV
- HOMO energy: -0.388 Ha
- 2S+1: 1

No. 3
Molecular formula: C6HF11O4
Method: DFT, ωB97M-V/def2-TZVPD

Geometry as XYZ:
```
22
Properties=species:S:1:pos:R:3
O -1.362 0.629 -4.014
C -0.316 0.940 -3.425
O 0.753 1.541 -4.026
C -0.128 0.523 -1.943
F -0.535 -0.805 -1.813
F -0.908 1.308 -1.169
O 1.260 0.732 -1.529
C 1.830 -0.105 -0.500
F 3.148 0.232 -0.461
F 1.780 -1.402 -0.862
C 1.213 0.049 0.960
F 1.208 1.361 1.314
F 1.986 -0.630 1.876
O -0.146 -0.424 1.008
C -0.631 -0.740 2.331
F -0.223 0.136 3.285
F -0.152 -1.959 2.706
C -2.200 -0.768 2.365
F -2.637 -1.276 3.554
F -2.654 0.546 2.308
F -2.760 -1.568 1.416
H 1.472 1.679 -3.382
```

- Frontier orbital gap: 12.144 eV
- HOMO energy: -0.433 Ha
- 2S+1: 1

No. 4
Molecular formula: C25H34N6OS
Method: DFT, ωB97M-V/def2-TZVPD

Geometry as XYZ:
```
67
Properties=species:S:1:pos:R:3
C -7.174 1.161 -1.539
C -5.950 1.794 -0.775
C -4.771 0.896 -0.254
C -3.561 1.657 0.460
C -3.070 1.010 1.842
C -1.907 2.004 2.428
C -0.795 1.213 3.302
C 0.568 2.095 3.232
C 1.880 1.242 2.862
C 2.235 1.206 1.297
S 3.182 2.737 0.740
C 2.299 3.219 -0.824
N 2.549 2.845 -2.187
N 1.558 3.516 -2.856
C 0.719 4.258 -1.972
O 1.185 4.069 -0.621
C -4.829 -0.672 -0.498
N -3.700 -1.433 -0.025
C -3.836 -2.832 -0.254
C -5.068 -3.437 -0.990
N -6.199 -2.738 -1.512
C -6.024 -1.339 -1.219
C -7.175 -0.369 -1.731
H -8.036 1.801 -1.956
H -5.906 2.926 -0.595
H -2.713 1.818 -0.310
H -3.939 2.724 0.719
H -2.574 -0.012 1.752
H -3.903 1.030 2.643
H -1.346 2.385 1.485
H -2.337 2.915 2.973
H -1.103 1.220 4.420
H -0.601 0.146 2.934
H 0.757 2.577 4.260
H 0.472 2.955 2.485
H 1.844 0.165 3.241
H 2.783 1.739 3.394
H 1.251 1.169 0.713
H 2.907 0.310 1.002
H -0.174 4.898 -2.297
H -2.989 -3.535 0.096
H -5.069 -4.583 -1.136
H -8.074 -0.825 -2.288
C 1.111 -2.915 -0.249
C 1.447 -4.213 0.478
C 0.740 -5.432 -0.120
C -0.749 -5.252 -0.035
N -1.922 -5.108 0.033
H 0.046 -2.677 -0.181
H 1.659 -2.079 0.193
H 1.383 -2.978 -1.308
H 1.175 -4.108 1.534
H 2.528 -4.373 0.440
H 1.022 -6.336 0.426
H 1.025 -5.565 -1.168
C 7.763 0.832 -2.216
C 6.386 0.340 -2.651
C 5.274 0.756 -1.685
C 5.537 0.179 -0.322
N 5.745 -0.276 0.752
H 8.059 0.405 -1.255
H 8.520 0.537 -2.948
H 7.780 1.922 -2.129
H 6.411 -0.751 -2.740
H 6.163 0.739 -3.644
H 4.308 0.393 -2.046
H 5.219 1.845 -1.608
```

- Energy relative to the best compared isomer or geometry (same formula, charge and spin): 276.4 kcal per mole
- Frontier orbital gap: 7.663 eV
- HOMO energy: -0.300 Ha
- 2S+1: 1

No. 5
Molecular formula: C32H23F5N2OS2Ti
Method: DFT, ωB97M-V/def2-TZVPD

Geometry as XYZ:
```
66
Properties=species:S:1:pos:R:3
Ti 0.625 1.405 -0.036
F 6.781 3.966 -0.336
C 5.461 3.901 -0.403
C 4.820 2.678 -0.380
F 5.508 1.544 -0.290
C 3.446 2.669 -0.453
F 2.818 1.435 -0.443
C 2.647 3.783 -0.545
S 0.888 3.692 -0.618
C 3.326 4.995 -0.565
F 2.646 6.130 -0.656
C 4.706 5.058 -0.497
F 5.321 6.232 -0.519
C -3.844 1.696 -3.105
C -4.368 1.741 -1.821
C -3.534 1.698 -0.714
C -2.161 1.611 -0.894
C -1.633 1.574 -2.182
C -2.470 1.613 -3.284
N -1.250 1.552 0.212
N -1.749 1.676 1.401
C -0.745 1.661 2.363
C -1.101 1.768 3.706
C -0.107 1.774 4.666
C 1.235 1.676 4.296
C 1.589 1.562 2.957
C 0.608 1.547 1.970
H -4.501 1.738 -3.966
H -5.440 1.813 -1.676
H -3.929 1.731 0.291
H -0.565 1.546 -2.353
H -2.051 1.598 -4.282
H -2.148 1.858 3.973
H -0.370 1.865 5.713
H 2.005 1.694 5.058
H 2.637 1.492 2.694
O 0.851 -0.357 -0.679
S 1.633 -1.449 -1.453
C 1.689 -2.901 -0.334
C 0.791 -2.818 0.866
C -0.312 -3.657 0.972
C -1.132 -3.589 2.089
C -0.863 -2.670 3.095
C 0.239 -1.830 2.992
C 1.069 -1.915 1.887
C 0.473 -2.024 -2.719
C -0.784 -2.714 -2.268
C -0.948 -4.058 -2.600
C -2.098 -4.742 -2.230
C -3.096 -4.085 -1.524
C -2.941 -2.743 -1.195
C -1.793 -2.060 -1.566
H 2.739 -2.970 -0.050
H 1.436 -3.743 -0.980
H -0.540 -4.356 0.175
H -1.987 -4.249 2.167
H -1.510 -2.610 3.962
H 0.455 -1.111 3.774
H 1.939 -1.273 1.824
H 1.094 -2.707 -3.307
H 0.291 -1.134 -3.323
H -0.175 -4.573 -3.162
H -2.215 -5.784 -2.501
H -3.996 -4.615 -1.239
H -3.717 -2.221 -0.649
H -1.695 -1.015 -1.307
```

- Energy relative to the best compared isomer or geometry (same formula, charge and spin): 15.4 kcal per mole
- Frontier orbital gap (spin up / spin down): 6.677 / 7.053 eV
- HOMO energy (spin up / spin down): -0.389 / -0.408 Ha
- 2S+1: 2
- Total charge: +1

No. 6
Molecular formula: C21H49F4NO16P3S2
Method: DFT, ωB97M-V/def2-TZVPD

Geometry as XYZ:
```
96
Properties=species:S:1:pos:R:3
C 4.006 -5.959 5.265
C 2.946 -4.961 4.857
F 3.571 -3.749 4.627
S 1.612 -4.814 6.078
O 1.380 -6.114 6.657
O 2.129 -3.928 7.091
N 0.310 -4.091 5.435
S -0.551 -5.055 4.495
O -1.045 -4.271 3.393
O 0.147 -6.210 3.998
C -2.114 -5.599 5.351
F -3.096 -4.712 5.167
F -2.487 -6.761 4.805
F -1.971 -5.769 6.663
H 4.537 -5.652 6.167
H 4.743 -5.988 4.457
H 3.612 -6.965 5.398
H 2.513 -5.276 3.904
O -4.382 2.958 3.660
P -3.912 1.569 3.966
O -2.286 1.786 4.072
C -1.772 2.504 5.192
C -1.815 1.659 6.454
O -4.028 0.994 2.419
C -5.048 1.457 1.539
C -4.462 2.407 0.513
O -3.858 0.043 4.529
C -3.377 -1.104 3.786
C -1.900 -1.090 3.484
H -2.328 3.437 5.332
H -0.739 2.767 4.960
H -2.846 1.435 6.740
H -1.334 2.181 7.283
H -1.310 0.706 6.298
H -5.859 1.932 2.092
H -5.468 0.582 1.037
H -3.882 3.196 0.990
H -5.248 2.864 -0.091
H -3.783 1.870 -0.152
H -3.966 -1.255 2.885
H -3.592 -1.961 4.427
H -1.656 -0.345 2.725
H -1.590 -2.064 3.107
H -1.316 -0.864 4.376
O 1.770 4.121 -1.682
P 1.511 2.895 -0.861
O 2.010 3.430 0.613
C 1.224 4.401 1.302
C -0.038 3.780 1.872
O 2.862 2.073 -1.349
C 3.346 2.194 -2.687
C 4.584 3.067 -2.720
O 0.909 1.508 -0.230
C 1.682 0.393 0.253
C 2.485 0.671 1.500
H 0.979 5.233 0.635
H 1.843 4.796 2.108
H -0.698 3.432 1.074
H -0.583 4.505 2.478
H 0.203 2.915 2.490
H 2.575 2.588 -3.350
H 3.593 1.188 -3.037
H 4.413 4.016 -2.212
H 4.893 3.268 -3.747
H 5.407 2.573 -2.201
H 2.303 -0.018 -0.539
H 0.943 -0.378 0.483
H 3.335 1.320 1.293
H 2.873 -0.267 1.901
H 1.875 1.151 2.263
O 0.951 2.043 -6.006
P 0.911 0.749 -6.742
O -0.360 0.933 -7.760
C -0.269 1.897 -8.808
C 0.642 1.430 -9.930
O 0.240 -0.194 -5.579
C 0.481 0.076 -4.193
C -0.742 0.704 -3.559
O 1.553 -0.541 -7.501
C 1.027 -1.873 -7.440
C -0.313 -2.052 -8.117
H 0.074 2.854 -8.407
H -1.280 2.041 -9.190
H 1.675 1.337 -9.584
H 0.621 2.137 -10.760
H 0.336 0.449 -10.294
H 1.356 0.711 -4.067
H 0.700 -0.878 -3.709
H -1.097 1.563 -4.128
H -0.528 1.025 -2.538
H -1.563 -0.014 -3.530
H 1.007 -2.236 -6.416
H 1.763 -2.490 -7.960
H -1.114 -1.581 -7.549
H -0.544 -3.116 -8.197
H -0.311 -1.619 -9.117
```

- Energy relative to the best compared isomer or geometry (same formula, charge and spin): 0.0 kcal per mole
- Frontier orbital gap: 7.692 eV
- HOMO energy: -0.251 Ha
- 2S+1: 1
- Total charge: -1

E for the records above, in order: -5498.59756, -395.50259, -1628.74702, -1774.62701, -3562.89508, -4308.15234 Eh